Entry 1:
{"formula": "C20H17F2N2O2PTc", "method": "ωB97M-V/def2-TZVPD", "species": ["Tc", "P", "F", "F", "O", "O", "N", "N", "C", "C", "C", "C", "C", "C", "C", "C", "C", "C", "C", "C", "C", "C", "C", "C", "C", "C", "C", "C", "H", "H", "H", "H", "H", "H", "H", "H", "H", "H", "H", "H", "H", "H", "H", "H", "H"], "positions_angstrom": [[0.31, -0.21, -0.04], [-1.24, -1.30, 1.68], [0.47, -1.65, -2.03], [1.89, -1.77, -0.37], [-0.89, 2.16, -1.19], [2.03, 1.64, 0.79], [-0.44, 1.25, -0.73], [1.20, 0.78, 1.48], [-1.66, -3.66, 0.16], [1.22, 0.73, 2.76], [-3.36, 0.53, 1.96], [-4.68, 0.98, 2.08], [-0.67, -0.95, 3.35], [-3.03, -0.87, 1.73], [0.74, 0.11, 5.01], [-5.70, 0.07, 1.98], [0.41, -0.08, 3.66], [-0.43, -5.37, 1.92], [-1.37, -1.56, 4.39], [-0.95, -5.89, 0.70], [1.50, -0.99, -1.47], [-1.16, -3.12, 1.40], [-0.53, -3.97, 2.26], [-1.02, -1.36, 5.72], [-4.05, -1.77, 1.65], [0.04, -0.53, 6.03], [-5.39, -1.32, 1.78], [-1.57, -5.04, -0.17], [-2.21, -2.21, 4.17], [-6.21, -2.04, 1.74], [-1.98, -5.39, -1.11], [-0.85, -6.95, 0.48], [-0.11, -3.64, 3.20], [-6.74, 0.36, 2.07], [-2.12, -3.00, -0.57], [-1.57, -1.85, 6.51], [-4.88, 2.03, 2.25], [2.87, 1.78, 1.27], [1.94, 1.39, 3.25], [0.33, -0.37, 7.06], [-2.55, 1.25, 2.05], [1.56, 0.77, 5.27], [0.06, -6.05, 2.61], [2.32, -0.69, -2.13], [-3.88, -2.84, 1.53]], "nbo_charge": [0.771, 0.921, -0.265, -0.303, 0.043, -0.435, 0.336, -0.042, 0.035, 0.085, -0.202, -0.164, -0.366, -0.420, -0.057, -0.114, 0.088, 0.106, -0.063, -0.138, 0.434, -0.345, -0.165, 0.071, -0.159, -0.161, -0.171, -0.092, 0.270, 0.266, 0.284, 0.299, 0.247, 0.275, 0.251, 0.288, 0.269, 0.531, 0.265, 0.305, 0.202, 0.276, 0.275, 0.256, 0.210], "e_lumo_ev": [-14.4, -17.6], "multiplicity": 4, "total_charge": 4, "homo_ev": [-20.16, -20.16]}

---

Entry 2:
{"formula": "C20H17F3InO6", "method": "ωB97M-V/def2-TZVPD", "species": ["In", "F", "F", "F", "O", "O", "O", "O", "O", "O", "C", "C", "C", "C", "C", "C", "C", "C", "C", "C", "C", "C", "C", "C", "C", "C", "C", "C", "C", "C", "H", "H", "H", "H", "H", "H", "H", "H", "H", "H", "H", "H", "H", "H", "H", "H", "H"], "positions_angstrom": [[-0.72, 2.51, 1.73], [1.10, 0.45, 2.84], [-0.56, 2.80, -1.23], [0.50, 0.22, 0.27], [-5.16, 4.27, 0.17], [-3.47, 4.29, -1.20], [-2.55, 0.18, 2.12], [-4.60, 0.56, 2.78], [-3.41, 3.42, 0.81], [-4.04, -1.52, 2.16], [3.87, -1.67, 3.97], [0.34, -3.22, -0.76], [-1.44, 2.56, -3.37], [0.85, 1.90, -2.99], [-1.37, 2.14, -4.71], [-0.02, -1.94, -0.28], [-0.38, 2.43, -2.55], [3.21, -2.85, 4.21], [1.97, -1.02, -1.14], [-4.04, 3.98, -0.08], [-3.71, -0.23, 2.38], [1.53, -3.28, -1.42], [-0.13, 1.78, -5.27], [2.41, -2.25, -1.55], [1.02, 1.74, -4.44], [1.10, -1.85, 3.62], [3.12, -0.55, 3.49], [1.83, -2.95, 4.09], [0.81, -0.88, -0.43], [1.73, -0.62, 3.35], [3.85, -3.62, 4.62], [0.02, -1.86, 3.54], [1.96, 1.29, -4.72], [-4.94, -1.52, 2.50], [3.35, -2.36, -2.07], [1.72, 1.76, -2.36], [-2.24, 2.25, -5.35], [3.62, 0.37, 3.20], [1.88, -4.26, -1.72], [-0.14, 1.53, -6.32], [1.38, -3.84, 4.49], [-0.31, -4.08, -0.73], [-4.20, 4.77, -1.61], [-2.43, 2.78, -3.01], [2.68, -0.22, -1.29], [-0.95, -1.82, 0.26], [4.94, -1.54, 3.98]], "nbo_charge": [0.946, -0.342, -0.358, -0.340, -0.418, -0.647, -0.880, -0.782, -0.358, -0.722, -0.196, -0.177, -0.286, -0.266, -0.179, -0.264, 0.383, -0.227, -0.277, 0.910, 0.946, -0.226, -0.225, -0.201, -0.190, -0.270, -0.275, -0.194, 0.371, 0.386, 0.215, 0.248, 0.221, 0.489, 0.219, 0.228, 0.219, 0.217, 0.206, 0.221, 0.226, 0.225, 0.500, 0.237, 0.214, 0.257, 0.217], "e_lumo_ev": [-0.2, -3.6], "multiplicity": 2, "de_lowest_ev": 0.0000, "homo_ev": [-7.40, -7.32]}

---

Entry 3:
{"formula": "C20H17FeN3OSe", "method": "ωB97M-V/def2-TZVPD", "species": ["Se", "Fe", "O", "N", "N", "N", "C", "C", "C", "C", "C", "C", "C", "C", "C", "C", "C", "C", "C", "C", "C", "C", "C", "C", "C", "C", "H", "H", "H", "H", "H", "H", "H", "H", "H", "H", "H", "H", "H", "H", "H", "H", "H"], "positions_angstrom": [[0.99, -1.60, -1.24], [-0.58, -0.19, -0.41], [-1.87, -1.40, 0.56], [0.44, 1.72, 0.29], [-0.10, -0.23, 1.85], [-0.68, -1.23, 2.46], [0.89, 1.84, 1.56], [-0.64, -5.23, -2.47], [0.60, 2.74, -0.55], [-4.38, -4.23, 2.50], [0.94, 0.68, 3.88], [1.65, 4.07, 1.12], [-3.84, -4.93, 3.56], [1.01, -5.74, -0.80], [1.17, 3.94, -0.18], [1.52, 3.01, 1.99], [-1.84, -3.60, 3.44], [-2.57, -4.62, 4.02], [0.58, 0.71, 2.43], [-0.36, -3.88, -2.35], [-1.63, -1.82, 1.74], [1.31, -4.39, -0.67], [-2.38, -2.90, 2.36], [-3.66, -3.22, 1.89], [0.03, -6.16, -1.68], [0.60, -3.46, -1.43], [-0.85, -3.36, 3.79], [-1.38, -5.56, -3.18], [-2.14, -5.17, 4.85], [1.57, -6.46, -0.22], [-0.20, -7.21, -1.77], [2.03, 0.71, 3.99], [-0.88, -3.16, -2.96], [2.08, -4.06, 0.01], [2.11, 4.99, 1.43], [-4.07, -2.66, 1.06], [-4.40, -5.72, 4.03], [0.23, 2.57, -1.56], [1.24, 4.75, -0.89], [-5.37, -4.47, 2.14], [1.88, 3.09, 3.01], [0.52, 1.52, 4.43], [0.57, -0.25, 4.31]], "nbo_charge": [0.069, 1.489, -0.809, -0.562, -0.311, -0.429, 0.173, -0.195, 0.065, -0.201, -0.688, -0.115, -0.176, -0.194, -0.244, -0.218, -0.176, -0.213, 0.225, -0.211, 0.609, -0.212, -0.087, -0.189, -0.161, -0.200, 0.233, 0.232, 0.223, 0.233, 0.232, 0.238, 0.225, 0.232, 0.242, 0.227, 0.223, 0.202, 0.246, 0.222, 0.243, 0.240, 0.267], "e_lumo_ev": [-3.7, -5.7], "multiplicity": 6, "de_lowest_ev": 1.1522, "total_charge": 1, "homo_ev": [-10.99, -10.97]}